17
Properties=species:S:1:pos:R:3 method="wB97M-V/def2-TZVPD" total_energy_ev=-10905.8857 homo_ev="-14.49 / -14.37" charge=+1 gap_ev="10.3 / 5.0" s_squared=0.77 spin_multiplicity=2 e_above_lowest_ev=2.642
O 2.3646 1.0497 -2.0089
C 1.2749 0.8364 -1.5507
N 1.0626 -0.2943 -0.7138
C -0.2555 -0.5055 -0.1506
C -0.3822 0.2173 1.1845
C 0.5947 -0.1985 2.2534
O 0.9352 -1.3173 2.5058
C -1.4171 -0.2260 -1.1279
H 0.3769 1.4072 -1.8180
H 1.8748 -0.8400 -0.3919
H -0.3948 -1.5680 0.0817
H -0.2822 1.3061 1.1189
H -1.3655 0.0208 1.6297
H 0.9302 0.6175 2.9245
H -2.3233 -0.5691 -0.6145
H -1.7788 0.7982 -1.2637
H -1.2146 -0.7346 -2.0587